Entry from OMol25: a structure of composition C31H29F4N4O6RbS (the ωB97M-V functional and the def2-TZVPD basis).

F_max ... 0.76 eV/A
Kohn-Sham gap (alpha / beta) ... 4.5 / 4.4 eV
Total charge ... -2
HOMO (alpha / beta) ... -2.11 / -2.11 eV
Electronic energy ... -73220.45072 eV

The geometry in XYZ format:
```
76
Properties=species:S:1:pos:R:3:forces:R:3
Rb -0.915309 -0.183162 -1.305459 -0.1 -0.7 -0.3
C -5.243512 0.272435 -0.905146 0.1 0.0 0.0
C -4.852340 -1.182331 -1.117721 0.0 0.0 0.0
N -3.732187 -1.353447 -2.025587 0.0 0.0 0.1
C -4.021410 -0.844948 -3.370771 0.0 0.0 -0.1
C -3.320226 0.466693 -3.696021 0.0 0.1 0.0
C -3.268434 -2.746323 -2.087535 0.0 0.0 0.0
C -2.979571 -3.419295 -0.749886 -0.1 0.1 -0.2
N -1.960647 -2.710091 -0.015813 -0.1 0.1 -0.1
C -1.542059 -3.212929 1.120394 0.2 -0.1 0.4
C -0.434349 -2.593103 1.803438 0.0 0.4 -0.4
F 0.125260 -1.495295 1.219955 -0.2 -0.2 0.1
C 0.095348 -3.021590 2.981275 0.3 0.0 0.3
F 1.157634 -2.345957 3.496801 -0.1 0.0 0.0
C -0.383879 -4.127150 3.681705 -0.1 0.1 -0.2
C -1.452265 -4.751846 3.066372 0.0 -0.1 0.1
F -1.999457 -5.840527 3.674974 0.0 0.1 0.0
C -2.005508 -4.343717 1.874779 -0.2 -0.1 -0.1
F -3.079569 -5.074730 1.432418 0.1 0.1 0.0
H -6.026310 0.342358 -0.146136 0.0 0.0 0.0
H -5.619870 0.739508 -1.817493 0.0 0.0 0.0
H -4.382465 0.847369 -0.560663 0.0 0.0 0.0
H -5.741180 -1.740632 -1.475372 0.0 0.0 0.0
H -4.571577 -1.609755 -0.156305 0.0 0.0 0.0
H -5.109801 -0.746583 -3.505209 0.0 0.0 0.0
H -3.692700 -1.586598 -4.102082 0.0 0.0 0.0
H -3.524287 1.227142 -2.937230 0.0 0.0 0.0
H -3.658833 0.853407 -4.661523 0.0 0.0 0.0
H -2.243485 0.300477 -3.783868 0.0 0.0 0.0
H -2.360234 -2.749711 -2.697509 0.0 0.0 0.0
H -4.018268 -3.366007 -2.615818 0.0 0.0 0.0
H -2.681364 -4.445761 -1.010175 0.1 0.0 0.0
H -3.928477 -3.534487 -0.207424 0.0 0.0 0.1
H 0.049025 -4.473438 4.605412 0.0 0.0 0.0
O 6.173228 0.348854 -4.508650 0.1 -0.1 0.1
C 5.969697 0.225905 -3.284705 -0.1 0.3 0.1
O 6.742243 0.442687 -2.319558 0.0 -0.1 -0.2
C 4.530369 -0.194182 -2.878242 0.0 -0.1 -0.1
C 4.246237 -0.523069 -1.555912 -0.1 0.0 0.0
C 2.946523 -0.851529 -1.210732 0.0 0.0 0.0
N 1.925744 -0.845956 -2.072617 0.0 -0.1 0.0
C 2.190511 -0.561629 -3.352672 0.0 0.1 0.0
C 3.479742 -0.244217 -3.787619 0.1 0.0 0.1
C 1.004063 -0.544537 -4.354296 0.0 0.1 -0.2
O 1.290104 -0.304735 -5.541240 0.0 -0.1 0.3
O -0.142559 -0.757620 -3.870931 0.0 0.1 0.0
H 5.047349 -0.505635 -0.827566 0.0 0.0 0.0
H 2.696738 -1.124499 -0.184237 0.0 0.0 -0.1
H 3.650789 -0.016987 -4.829298 0.0 0.0 0.0
N 0.847210 1.270766 0.183102 0.4 0.4 0.3
S 0.541247 2.119407 1.448159 -0.3 0.3 0.0
C 1.474544 3.669175 1.389639 0.1 0.0 0.0
C 1.516428 4.528008 2.482057 0.0 0.0 0.0
C 2.207197 5.723440 2.375878 0.0 0.0 0.0
C 2.851780 6.054981 1.187576 0.0 0.0 0.0
C 2.802020 5.192514 0.104109 0.0 0.0 0.0
C 2.103960 3.993196 0.200093 0.0 0.0 0.0
C 1.299968 1.447868 2.919983 0.2 -0.1 0.0
C 2.669320 1.208195 2.940293 0.0 -0.1 0.1
C 3.228105 0.594292 4.048457 0.0 0.0 -0.1
C 2.421825 0.229837 5.121015 0.0 0.0 0.0
C 1.057092 0.466107 5.087317 0.0 0.0 0.0
C 0.486250 1.071431 3.975156 0.0 0.0 0.0
H 1.845435 1.068950 0.085727 -0.1 -0.1 -0.2
H 1.030790 4.253078 3.412101 0.0 0.0 0.0
H 2.252827 6.395613 3.224327 0.0 0.0 0.0
H 3.398438 6.986671 1.111904 0.0 0.0 0.0
H 3.310047 5.441353 -0.818781 0.0 0.0 0.0
H 2.048486 3.305176 -0.636340 0.0 0.0 0.0
H 3.288844 1.485198 2.094017 0.0 0.0 0.0
H 4.290502 0.386073 4.068691 0.0 0.0 0.0
H 2.861024 -0.269126 5.975931 0.0 0.0 0.0
H 0.426836 0.147451 5.907768 0.0 0.0 0.0
H -0.584724 1.226927 3.917466 0.0 0.0 0.0
O -1.577431 3.305449 -0.699397 0.4 0.4 -0.1
O -2.526505 2.605107 -0.534718 -0.4 -0.3 0.1
```
Positions in Å, forces in eV/Å.

=====

Entry from OMol25: the ion C11H16NS with charge +1 at a distorted geometry (the ωB97M-V functional and the def2-TZVPD basis).

ΔE to the lowest compared entry with this formula, charge and spin ... 0.715 eV
F_max ... 5.48 eV/A
Kohn-Sham gap ... 9.5 eV
Total charge ... +1
HOMO ... -12.22 eV
Structure (SMILES) ... CC[N@+]1(C)c2ccccc2S[C@H]1C
Electronic energy ... -23983.83638 eV

The geometry in XYZ format:
```
29
Properties=species:S:1:pos:R:3:forces:R:3
C -2.724152 1.680166 -0.100021 0.0 -1.5 0.6
C -3.531155 0.600269 0.182436 0.9 -2.4 0.1
C -1.334839 1.557131 -0.161259 0.8 0.4 -0.4
C -2.916016 -0.672788 0.352421 0.9 0.8 0.0
C -0.698929 0.326070 0.012372 -2.4 0.5 -0.6
C -1.543186 -0.762581 0.240608 0.9 0.7 0.4
C 0.773516 -1.468671 -0.419026 -2.4 -0.5 -1.4
C 0.377574 -1.611731 -1.986447 2.6 -1.4 0.8
C 2.533816 0.199604 1.757952 3.2 4.0 -2.0
C 1.600773 0.846562 -0.874972 -2.4 -0.1 -0.2
C 1.130388 0.194587 1.486178 -1.5 -3.4 0.2
N 0.725479 -0.025396 0.042476 1.3 0.9 -1.0
S -0.620772 -2.189877 0.598519 0.9 -1.1 -0.7
H -3.261637 2.578079 -0.172990 0.1 1.5 -0.4
H -4.599428 0.660086 0.224021 -0.3 0.3 0.1
H -0.818658 2.475256 -0.407315 0.4 0.0 0.1
H -3.260836 -1.645108 0.653291 -1.5 0.1 -0.1
H 1.727892 -1.952723 -0.250539 0.1 0.2 0.4
H -0.438251 -1.019196 -2.341158 -0.4 0.4 0.1
H 0.205135 -2.683436 -2.194200 -0.6 0.4 0.6
H 1.279421 -1.529821 -2.648237 -0.6 0.8 0.7
H 3.126803 -0.414576 1.131921 0.4 -1.5 -0.2
H 3.034063 1.207090 1.462996 -0.9 -1.2 0.7
H 2.748005 0.119652 2.775172 0.3 -0.6 1.6
H 2.421209 0.378905 -1.408421 -0.1 -0.4 0.4
H 0.851760 1.278837 -1.523166 0.3 -0.1 -0.9
H 1.859432 1.641981 -0.252994 1.1 1.3 0.8
H 0.576560 0.990692 1.899987 -0.6 1.0 0.1
H 0.776029 -0.759060 1.920394 -0.4 0.8 0.3
```
Positions in Å, forces in eV/Å.

=====

Entry from OMol25: a structure of composition C9H21F5IIrO3P2Te at a distorted geometry (the ωB97M-V functional and the def2-TZVPD basis).

Spin multiplicity ... 6
F_max ... 6.35 eV/A
Kohn-Sham gap (alpha / beta) ... 6.8 / 5.4 eV
Total charge ... +3
HOMO (alpha / beta) ... -19.77 / -20.51 eV
Electronic energy ... -66174.85948 eV

The geometry in XYZ format:
```
43
Properties=species:S:1:pos:R:3:forces:R:3
C -0.208732 -0.950052 -3.376196 0.1 -0.3 -1.8
C -0.183651 0.110402 -2.332733 -0.4 3.5 -1.8
H -0.195502 -0.478472 -4.390631 0.0 -0.4 0.8
H -1.104225 -1.576725 -3.282620 0.1 0.3 0.1
H 0.649643 -1.626305 -3.281581 0.0 0.2 0.1
O -0.147153 1.325412 -2.673103 -0.1 -4.0 1.5
I -0.252535 -1.003614 2.541665 -0.9 -1.3 0.0
Ir -0.282152 -0.438849 -0.415095 0.2 2.1 0.6
P 2.205286 -0.562574 -0.240812 2.5 0.1 0.3
C 3.001671 0.972999 0.307882 -0.3 0.9 -0.4
C 2.781067 -1.823545 0.928777 -0.8 -0.2 0.1
H 3.818860 -2.093044 0.674741 -0.3 0.1 0.1
H 4.088627 -0.994382 -1.662820 -0.4 0.1 0.1
H 2.140414 -2.713089 0.867730 0.4 0.0 0.0
H 2.647363 -1.920107 -2.168745 0.2 0.1 0.0
H 2.630557 1.249214 1.313520 1.4 0.0 -0.9
H 2.734689 -1.426510 1.951321 0.2 -0.1 -0.2
C 2.992364 -0.947084 -1.800754 0.0 -0.4 -1.0
H 4.063329 0.856120 0.363026 0.9 -0.1 -0.1
H 2.759847 -0.181144 -2.548032 0.2 -0.1 0.1
H 2.732822 1.794052 -0.373185 0.3 -0.1 0.1
P -2.547835 -0.430205 -0.230272 -3.9 0.3 -0.4
C -3.269881 1.161572 0.328511 0.7 0.0 -0.1
C -3.410076 -0.769887 -1.794931 0.4 -0.2 -0.2
H -2.652455 -2.573230 0.875741 -0.4 0.0 0.1
H -4.293544 -1.857197 0.687598 0.3 0.2 0.0
H -3.164907 -1.252479 1.955665 -0.2 -0.1 0.0
C -3.241015 -1.650343 0.938857 0.8 -0.3 -0.1
H -3.114901 -1.760689 -2.162747 -0.2 0.1 0.0
H -4.504737 -0.756691 -1.654194 0.4 0.0 0.1
H -4.370802 1.095591 0.369727 0.4 -0.2 -0.1
H -2.985524 1.958103 -0.371801 -0.2 -0.1 0.2
H -3.134506 -0.016892 -2.542822 -0.2 -0.1 0.1
H -2.873991 1.398108 1.322861 -0.2 0.1 -0.1
C -0.164968 1.420128 0.120873 0.2 4.0 1.4
O -0.141596 2.568089 0.419235 -1.1 -5.6 -2.8
F 1.254466 0.487808 4.349023 -0.4 1.3 -1.4
Te 0.982470 2.060411 3.093354 1.2 2.9 3.0
F 0.901570 3.080027 4.577047 -0.3 -0.1 0.1
F 0.970156 3.747923 2.077077 0.2 -1.7 1.1
F -1.075914 1.877430 3.061904 1.8 -0.2 -0.2
F 2.938795 2.201265 3.135665 -1.9 -0.4 -0.4
O 1.026599 0.438458 1.041289 -0.8 -0.3 1.9
```
Positions in Å, forces in eV/Å.

=====

Entry from OMol25: a cluster of 2 separate species, C3H10NOS in total at a distorted geometry (the ωB97M-V functional and the def2-TZVPD basis).

ΔE to the lowest compared entry with this formula, charge and spin ... 2.126 eV
F_max ... 2.26 eV/A
Kohn-Sham gap ... 6.0 eV
Total charge ... -1
HOMO ... -2.66 eV
Electronic energy ... -17645.31679 eV

The geometry in XYZ format:
```
16
Properties=species:S:1:pos:R:3:forces:R:3
C -0.704302 0.680772 2.244129 -1.0 -2.0 -0.2
S -2.273154 -0.122895 1.632706 0.4 0.0 -0.1
C -1.521623 -1.375874 0.521929 0.9 1.3 -0.6
H -0.104637 -0.211612 2.448133 0.3 0.4 0.2
H -0.194654 1.268148 1.489259 -0.2 0.4 0.2
H -1.018014 1.109115 3.191617 0.4 0.6 -0.2
H -2.028467 -2.327031 0.403560 -0.3 0.1 0.5
H -0.485297 -1.461267 0.847237 -0.1 -0.6 0.3
H -1.284020 -0.928797 -0.459129 -0.4 -0.2 0.2
N 1.811584 1.310005 -1.535434 1.0 -0.6 -0.5
C 1.162429 0.086871 -2.118200 -1.5 -0.4 0.4
O 0.621374 -0.806541 -1.255036 0.6 0.6 0.0
H 2.567418 0.909710 -0.988974 0.1 0.2 0.3
H 1.200943 1.752183 -0.863450 -0.4 -0.2 0.1
H 1.881283 -0.403259 -2.804373 0.4 0.4 0.0
H 0.369137 0.520472 -2.753972 -0.1 0.2 -0.5
```
Positions in Å, forces in eV/Å.